[1]
This record from the OMol25 dataset describes a cluster of 12 separate species, C39H87N2O28 in total in a non-equilibrium geometry. The level of theory is the ωB97M-V functional and the def2-TZVPD basis.

The geometry in XYZ format:
```
156
Properties=species:S:1:pos:R:3:forces:R:3
N 0.177 3.984 -2.193 0.86 1.14 -0.69
H 0.123 4.854 -1.682 -0.56 0.25 0.11
H -0.712 3.660 -2.546 -1.32 0.13 -0.11
H 0.538 3.288 -1.556 1.22 -1.73 1.51
H 0.775 4.152 -2.989 0.43 -0.20 -0.16
N 3.771 3.554 0.239 -0.83 0.45 -0.31
H 2.926 3.057 -0.006 -1.93 -1.84 -0.71
H 4.436 3.493 -0.518 0.40 0.29 0.13
H 4.046 3.115 1.105 1.34 -0.26 0.72
H 3.358 4.457 0.427 0.76 0.74 -0.03
C -0.841 1.095 -0.389 0.37 0.14 -0.19
C 0.484 1.241 0.372 -0.78 1.60 1.58
C 1.049 -0.107 0.829 0.43 0.22 -1.45
O 1.311 2.218 -0.229 0.55 -0.20 -0.81
H -1.296 2.069 -0.570 0.21 0.30 0.13
H -1.605 0.555 0.170 0.08 -0.43 -0.07
H -0.678 0.669 -1.379 -0.06 -0.34 0.01
H 0.183 1.662 1.331 -0.24 0.38 0.32
H 0.311 -0.701 1.368 -0.14 0.05 -0.23
H 1.924 -0.062 1.477 0.12 0.34 -0.10
H 1.326 -0.577 -0.115 0.16 -0.81 0.31
C -3.148 2.154 -6.153 -0.63 -0.78 0.91
C -2.484 1.760 -4.831 1.56 1.28 -2.03
O -3.353 1.835 -3.747 -1.04 -0.02 1.29
C -3.179 2.735 -2.803 -2.07 -1.49 1.84
O -2.325 3.579 -2.739 0.23 0.54 -0.22
O -4.121 2.516 -1.794 1.50 -0.12 -2.29
C -3.937 3.332 -0.652 -0.14 1.11 0.39
H -2.404 2.012 -6.937 -0.30 0.06 -0.16
H -3.535 3.173 -6.128 0.31 0.08 -0.02
H -4.018 1.507 -6.266 0.07 -0.09 -0.55
H -1.678 2.491 -4.759 0.21 -0.05 0.68
H -2.003 0.784 -4.900 -0.43 -0.19 0.30
H -4.573 3.009 0.171 0.26 -0.72 -0.24
H -4.295 4.342 -0.849 0.25 0.17 -0.25
H -2.879 3.365 -0.393 -0.23 -0.01 0.31
C 0.479 -2.106 -7.374 -0.05 -0.93 0.21
C -0.144 -2.103 -5.974 -0.57 0.04 -3.22
O 0.594 -1.333 -5.086 1.39 0.82 1.82
C 1.843 -1.743 -4.687 -1.68 0.02 0.94
O 2.361 -2.753 -5.032 0.40 -0.14 -0.54
O 2.372 -0.992 -3.704 1.20 -0.18 -0.85
C 1.799 0.091 -3.022 -2.10 0.01 -0.05
H 0.776 -1.095 -7.653 0.30 -0.19 -0.06
H -0.295 -2.446 -8.062 -0.06 0.11 -0.13
H 1.257 -2.867 -7.418 0.41 0.53 -0.22
H -0.410 -3.136 -5.753 0.29 0.16 0.97
H -1.049 -1.546 -6.219 -0.36 0.05 1.13
H 2.402 0.991 -2.900 0.67 -0.56 -0.13
H 1.466 -0.295 -2.058 0.27 0.33 0.11
H 0.888 0.413 -3.526 -0.12 0.06 -0.13
C 9.271 -2.403 -1.937 -0.77 -0.79 0.59
C 8.558 -1.144 -2.406 0.58 0.88 -0.40
O 7.153 -1.133 -2.329 -3.22 -0.47 3.15
C 6.504 -0.857 -1.129 1.46 0.55 0.17
O 7.076 -0.551 -0.056 -2.44 -1.00 -3.36
O 5.160 -0.907 -1.463 1.79 -0.15 0.81
C 4.200 -0.450 -0.527 0.12 1.09 0.98
H 8.906 -3.332 -2.375 -0.05 0.21 -0.56
H 9.034 -2.560 -0.885 -0.03 0.31 0.24
H 10.360 -2.430 -1.970 -0.09 0.56 -0.42
H 8.490 -0.896 -3.465 1.86 -0.32 -0.26
H 8.908 -0.283 -1.837 0.32 0.05 -0.10
H 3.306 -1.069 -0.450 0.51 -0.33 -0.37
H 3.882 0.560 -0.785 -0.26 0.04 -0.57
H 4.609 -0.281 0.469 0.31 -0.63 0.13
C -8.452 -5.335 -1.373 -1.00 0.17 0.68
C -8.652 -3.776 -1.300 1.75 -1.40 -0.68
O -7.287 -3.300 -1.027 0.16 2.87 -0.29
C -7.000 -1.938 -1.278 -0.19 -0.89 -1.63
O -7.609 -1.144 -1.951 -1.21 -0.80 0.36
O -5.797 -1.646 -0.851 2.32 -0.27 1.41
C -5.172 -0.364 -1.198 -1.62 0.17 -0.41
H -9.362 -5.847 -1.062 -0.16 0.15 0.41
H -7.647 -5.689 -0.729 -0.04 0.27 0.07
H -8.312 -5.793 -2.352 0.40 0.81 -0.31
H -9.276 -3.382 -0.497 -0.21 -0.41 -0.20
H -8.981 -3.488 -2.299 -0.06 0.64 0.28
H -4.884 -0.338 -2.249 0.07 -0.39 0.01
H -4.332 -0.089 -0.560 -0.19 -0.88 0.22
H -5.927 0.415 -1.098 -0.01 -0.02 0.10
C -1.745 -1.448 -2.655 -0.33 0.95 -0.11
C -0.932 -2.436 -1.815 -1.77 -0.01 -0.37
O -0.461 -3.483 -2.646 0.44 -1.47 -1.02
C -1.352 -4.400 -3.175 -0.83 0.24 1.75
O -2.561 -4.321 -2.966 2.83 -0.67 -1.01
O -0.704 -5.467 -3.738 -3.06 1.19 0.71
C 0.554 -5.418 -4.320 1.53 0.92 -0.56
H -1.184 -0.952 -3.447 0.48 0.09 0.28
H -2.244 -0.690 -2.051 0.41 0.16 0.31
H -2.610 -1.835 -3.194 0.22 -0.99 0.26
H -1.593 -2.820 -1.038 -0.18 -0.40 -0.11
H -0.076 -2.076 -1.243 0.18 0.41 -0.62
H 0.995 -4.423 -4.275 0.24 -0.23 0.64
H 0.516 -5.571 -5.399 -0.43 -0.59 -0.03
H 1.162 -6.186 -3.841 0.16 0.23 -0.15
C 8.159 1.606 3.459 -1.80 0.30 0.90
C 6.921 0.597 3.245 2.98 1.70 -2.77
O 5.715 0.918 3.890 -1.29 0.97 0.97
C 4.965 1.868 3.285 -0.40 -2.11 0.74
O 5.302 2.546 2.357 0.39 0.96 -0.88
O 3.718 1.811 3.758 0.38 -0.05 0.35
C 2.761 2.811 3.398 -0.27 0.40 0.11
H 7.820 2.641 3.409 -0.43 0.05 -0.14
H 8.966 1.598 2.727 -0.18 -0.87 -0.01
H 8.532 1.541 4.481 0.31 -0.40 -0.10
H 7.332 -0.406 3.363 -1.02 -0.12 0.85
H 6.659 0.687 2.190 0.47 -0.33 -0.21
H 3.032 3.428 2.541 0.26 -0.24 0.23
H 2.630 3.487 4.242 -0.07 -0.14 0.05
H 1.809 2.336 3.163 0.19 -0.18 0.18
C -5.201 2.826 3.491 -0.01 -0.31 0.45
C -5.727 1.394 3.381 -0.78 0.60 0.92
O -5.114 0.499 2.495 2.04 -1.17 -1.52
C -3.944 -0.192 2.800 -1.55 1.01 0.41
O -3.442 -0.170 3.899 0.10 -0.40 -1.47
O -3.590 -0.855 1.661 -0.16 1.44 1.34
C -2.571 -1.852 1.759 -1.37 -1.26 -0.28
H -5.155 3.400 2.566 0.34 -0.38 -0.23
H -4.276 2.861 4.068 0.05 0.16 -0.29
H -5.937 3.378 4.075 -0.07 -0.10 0.23
H -6.756 1.475 3.030 0.01 -0.27 -0.18
H -5.785 0.936 4.369 0.19 0.09 0.14
H -2.867 -2.538 2.553 0.79 0.37 0.63
H -1.542 -1.494 1.750 -0.30 0.09 0.34
H -2.805 -2.477 0.898 0.54 0.22 -0.43
C -0.126 -5.906 3.012 0.95 0.28 -0.22
C -0.082 -4.632 2.157 -0.49 -0.60 0.58
O 1.024 -3.781 2.511 0.23 0.13 -0.78
C 0.815 -2.911 3.464 -1.00 -0.14 4.16
O -0.159 -2.883 4.237 1.46 0.40 -2.30
O 1.945 -2.214 3.705 -0.27 0.12 -0.34
C 1.866 -1.034 4.548 0.46 0.09 -0.80
H -1.005 -6.522 2.824 -0.02 0.21 -0.11
H -0.048 -5.692 4.078 -0.26 0.18 -0.07
H 0.765 -6.477 2.750 -0.06 -0.28 0.07
H -1.007 -4.076 2.309 0.06 0.07 -0.35
H 0.126 -4.887 1.118 -0.35 0.14 0.02
H 2.879 -0.632 4.534 -0.02 -0.11 -0.07
H 1.596 -1.167 5.596 -0.43 -0.52 -0.32
H 1.231 -0.322 4.021 -0.26 0.08 0.42
C 1.387 5.391 7.546 1.82 -0.42 0.84
C 0.431 5.539 6.469 -2.57 -0.13 -0.96
O 0.171 4.245 5.877 0.04 -0.69 0.33
C -0.857 4.068 5.056 -0.16 2.75 -2.57
O -1.750 4.898 4.791 1.87 -2.61 1.15
O -0.521 2.997 4.279 -0.26 0.18 0.67
C -1.368 2.755 3.158 -0.79 -0.07 0.32
H 2.321 5.068 7.087 0.43 0.36 0.19
H 1.226 4.624 8.303 -0.75 0.16 -0.06
H 1.492 6.365 8.025 0.32 -0.10 0.08
H 0.813 6.186 5.679 -0.04 0.08 -0.04
H -0.533 5.925 6.799 0.03 0.19 -0.01
H -2.390 2.866 3.520 0.02 -0.03 -0.57
H -1.208 1.744 2.783 0.09 0.00 0.49
H -1.150 3.435 2.335 -0.03 0.30 0.14
```
Positions in Å, forces in eV/Å.

Properties
Strongest force on any atom: 4.53 eV Å⁻¹
ΔE to the lowest compared entry with this formula, charge and spin: 181.2 kJ/mol
Net charge: +1
Orbital gap: 7.775 eV
HOMO energy: -10.889 eV

***

[2]
This record from the OMol25 dataset describes a cluster of 2 separate species, C4H7N5 in total in a non-equilibrium geometry. The level of theory is the ωB97M-V functional and the def2-TZVPD basis.

The geometry in XYZ format:
```
16
Properties=species:S:1:pos:R:3:forces:R:3
C 2.699 0.069 -0.002 0.34 1.08 0.50
C 1.814 1.118 0.145 1.15 2.55 -0.63
C 2.234 -1.176 -0.144 -3.05 0.98 0.09
C 0.168 -0.314 -0.297 -3.02 0.54 0.15
N 0.525 0.971 -0.122 0.62 -0.48 0.35
N 0.917 -1.384 -0.191 -0.16 -0.47 -0.48
N -2.872 -1.069 0.029 -2.11 3.07 4.37
N -2.245 1.287 -0.104 -1.50 -2.83 -1.93
N -2.365 -0.001 -0.527 4.05 -0.15 -2.79
H 3.728 0.192 0.032 1.78 0.63 0.23
H 2.261 2.186 0.322 -1.10 -1.95 -0.16
H 2.790 -2.010 -0.214 2.26 -2.66 -0.15
H -3.090 -1.045 1.065 0.47 -0.14 -1.41
H -2.679 -1.979 -0.295 0.63 -0.43 -1.20
H -1.399 1.716 -0.512 -0.36 -0.45 0.53
H -2.486 1.439 0.817 0.00 0.71 2.55
```
Positions in Å, forces in eV/Å.

Properties
Strongest force on any atom: 5.74 eV Å⁻¹
ΔE to the lowest compared entry with this formula, charge and spin: 767.4 kJ/mol
Net charge: 0
Orbital gap (spin up / spin down): 6.704 / 6.704 eV
HOMO energy (spin up / spin down): -6.215 / -6.215 eV

***

[3]
This record from the OMol25 dataset describes a cluster of 2 separate species, C5H14N2 in total in a non-equilibrium geometry. The level of theory is the ωB97M-V functional and the def2-TZVPD basis.

The geometry in XYZ format:
```
21
Properties=species:S:1:pos:R:3:forces:R:3
H 1.153 -1.795 -0.173 2.76 -0.50 -0.70
N 1.540 -0.851 0.172 -2.85 -1.54 -0.17
C 0.309 -0.576 -0.205 0.01 2.43 1.04
C -0.669 0.019 0.799 0.23 0.22 -1.69
C -1.263 -1.158 1.564 -0.21 0.05 0.09
C -0.114 -0.679 -1.674 0.19 -1.92 0.58
N -1.456 -1.064 -2.048 -0.35 0.44 -0.24
H -0.088 0.762 1.342 -0.31 -0.16 0.55
H -1.472 0.507 0.237 -0.05 0.27 0.23
H -2.149 -0.850 2.116 0.24 0.03 0.40
H -1.639 -1.915 0.873 0.14 -0.03 -0.21
H -0.511 -1.640 2.186 -0.12 0.10 0.22
H 0.524 -1.489 -2.044 0.26 0.40 -0.44
H 0.224 0.253 -2.133 -0.14 0.11 0.04
H -1.554 -2.028 -2.308 0.04 -0.10 0.16
H -2.225 -0.767 -1.471 0.11 0.13 0.12
C 1.886 2.652 0.521 -0.19 0.08 0.80
H 1.965 1.572 0.555 0.20 -0.13 -0.26
H 1.209 2.930 1.329 -0.20 0.12 -0.10
H 1.494 3.013 -0.424 0.11 0.00 -0.10
H 2.839 3.103 0.785 0.13 -0.02 -0.34
```
Positions in Å, forces in eV/Å.

Properties
Strongest force on any atom: 3.24 eV Å⁻¹
ΔE to the lowest compared entry with this formula, charge and spin: 308.5 kJ/mol
Net charge: 0
Orbital gap: 9.139 eV
SMILES: [H]/N=C(/CC)CN.C
HOMO energy: -8.400 eV